Molecular formula: C33H101N5O18
Method: DFT, the ωB97M-V functional and the def2-TZVPD basis

Summary:
HOMO-LUMO gap: 8.41 eV
Largest force on an atom: 15.3 eV/Å
2S+1: 1
Molar mass: 856.188 g/mol
HOMO: -8.1 eV

Structure (XYZ):
```
157
C33H101N5O18 (the ωB97M-V functional and the def2-TZVPD basis)
C -6.6776 9.7462 29.8118
O -6.4766 11.1203 30.1398
H -7.6465 9.6765 29.3165
H -5.8644 9.4214 29.1542
H -6.5778 9.1180 30.6941
H -6.6889 11.6445 29.3358
C -10.4067 13.9792 27.2078
O -9.0724 13.9157 26.6497
H -10.3336 14.1782 28.2780
H -10.9239 14.7711 26.6712
H -10.8565 12.9999 27.0797
H -8.6424 14.7650 26.7902
C -6.8720 8.6157 22.3692
O -7.4376 8.9165 23.6424
H -6.7483 7.5440 22.1901
H -7.5584 8.8901 21.5595
H -5.9418 9.1513 22.1777
H -8.2822 9.3528 23.4483
C -11.1692 6.9856 29.8328
O -10.8993 8.2372 29.2029
H -10.2768 6.3637 29.7439
H -11.3862 7.1687 30.8857
H -12.0191 6.4867 29.3662
H -10.9413 8.9532 29.8729
C -5.2783 11.9905 23.3401
O -4.7950 12.1184 21.9989
H -6.3509 11.8359 23.4138
H -4.7605 11.2076 23.8985
H -4.9834 12.9136 23.8518
H -3.9054 11.7558 21.9784
C -6.1617 7.1598 26.2015
O -5.9700 6.8806 24.8363
H -7.1704 7.5242 26.4163
H -5.9704 6.2754 26.8085
H -5.4507 7.9302 26.5173
H -6.2948 7.6289 24.3138
C -5.9823 12.1238 26.8232
O -7.0779 12.2518 27.7563
H -5.2855 12.9200 27.0860
H -5.6056 11.1121 26.9636
H -6.3146 12.2538 25.7936
H -7.7994 12.7293 27.3096
C -9.5698 11.4474 19.1831
C -10.8086 11.0751 19.9598
C -12.0195 10.8215 19.0464
O -12.5644 12.0758 18.6729
C -13.7675 11.9200 17.9508
N -10.5164 9.9210 20.8273
H -8.6817 11.6676 19.7757
H -9.7851 12.4363 18.7625
H -9.3213 10.6546 18.4783
H -11.1281 11.8880 20.6277
H -12.7957 10.2573 19.5737
H -11.6492 10.3136 18.1490
H -14.0306 12.9223 17.6208
H -14.5737 11.4512 18.5252
H -13.5890 11.2794 17.0779
H -9.9060 10.2079 21.5862
H -11.3831 9.6970 21.3184
C -13.3245 9.3119 32.3417
C -11.8883 9.4190 32.8609
C -11.1680 10.6054 32.2250
O -10.9411 10.3988 30.8531
C -10.0461 11.3582 30.2889
N -11.9489 9.7012 34.2847
H -13.3176 8.9920 31.2982
H -13.8047 10.2912 32.3448
H -13.8668 8.6330 32.9980
H -11.3055 8.5322 32.5854
H -10.2461 10.7417 32.8023
H -11.7993 11.4859 32.3868
H -9.9959 11.1612 29.2217
H -9.0255 11.3030 30.6780
H -10.4570 12.3373 30.5421
H -11.0361 9.8160 34.7116
H -12.4332 9.0442 34.8795
C -9.7837 7.0733 25.2734
C -10.2137 5.6393 24.9248
C -9.8714 4.6374 26.0216
O -9.9826 3.3233 25.5137
C -9.9599 2.3561 26.5545
N -11.6290 5.6082 24.5426
H -10.4351 7.7889 24.7723
H -8.7499 7.3145 25.0396
H -9.9053 7.2694 26.3470
H -9.5631 5.4512 24.0677
H -10.4440 4.7279 26.9541
H -8.8231 4.8259 26.3001
H -10.8602 2.5217 27.1570
H -9.1006 2.5136 27.2141
H -9.9315 1.3710 26.1027
H -12.1197 5.6037 25.4382
H -11.8770 4.7090 24.1394
C -15.2907 5.0881 27.3962
C -13.9702 4.9574 28.1366
C -13.3119 6.2867 28.4708
O -12.9712 6.9715 27.3046
C -12.4378 8.2588 27.4735
N -14.0910 4.1531 29.3628
H -15.8894 5.9576 27.6832
H -15.8800 4.1728 27.4432
H -15.1490 5.2773 26.3254
H -13.2582 4.4727 27.4618
H -12.3974 6.0945 29.0537
H -13.9237 6.8546 29.1902
H -11.6219 8.2135 28.2055
H -13.2596 8.9445 27.7101
H -11.9950 8.5694 26.5257
H -14.5903 3.3117 29.0864
H -14.7416 4.5711 30.0244
C -7.3816 16.3638 20.8399
C -6.9258 15.0851 21.4813
C -7.6653 13.8471 20.9576
O -9.0704 13.8757 21.0503
C -9.5654 13.7950 22.3652
N -5.4774 14.8975 21.3387
H -7.1415 16.2912 19.7693
H -6.8291 17.2391 21.1797
H -8.4567 16.5213 20.9060
H -7.0988 15.1941 22.5593
H -7.2943 12.9477 21.4626
H -7.3504 13.7217 19.9175
H -9.1764 14.6186 22.9704
H -9.2681 12.8672 22.8724
H -10.6524 13.8224 22.3559
H -5.1915 13.9322 21.5522
H -5.1943 14.9721 20.3616
C -13.3520 9.8329 23.8666
C -13.1650 11.3503 23.8413
O -14.0203 11.9690 24.7838
O -12.3868 9.1909 23.0586
H -14.3884 9.5892 23.6015
H -13.2534 9.4766 24.8998
H -13.4066 11.7244 22.8386
H -12.1209 11.6266 23.9946
H -14.9101 11.7671 24.4689
H -12.4943 8.2323 23.1000
C -14.4196 12.7186 28.1895
C -13.6974 11.5087 28.8159
O -13.7950 10.3419 27.9964
O -13.6232 13.2578 27.1574
H -14.5471 13.4415 28.9985
H -15.3820 12.4667 27.7371
H -14.0057 11.2381 29.8220
H -12.6504 11.8225 28.7429
H -13.0907 10.3401 27.3389
H -13.7814 12.8107 26.3084
C -9.5024 10.8300 25.2911
C -9.5359 9.9164 26.4850
O -10.9076 9.6277 26.7771
O -9.8693 10.1264 24.1066
H -8.4727 11.1533 25.1489
H -10.1912 11.6349 25.5540
H -9.1062 10.3935 27.3734
H -9.0062 8.9728 26.3155
H -10.9354 9.0472 27.5615
H -10.8217 9.9559 24.1065
```

Molecular formula: C33H20CeN6O4S4
Method: DFT, the ωB97M-V functional and the def2-TZVPD basis

Summary:
HOMO-LUMO gap (spin up / spin down): 5.81 / 5.81 eV
Largest force on an atom: 1.7 eV/Å
2S+1: 2
Total charge: -1
ΔE to the lowest compared entry with this formula, charge and spin: 0.000 eV
Molar mass: 832.945 g/mol
HOMO (spin up / spin down): -4.6 / -4.6 eV

Structure (XYZ):
```
68
C33H20CeN6O4S4 (the ωB97M-V functional and the def2-TZVPD basis)
Ce -0.1863 0.1649 0.9884
S -1.1510 -1.8014 2.8283
C -2.0788 -2.7390 1.6841
C -3.3504 -3.2519 2.1331
N -4.3774 -3.6443 2.4818
C -1.7019 -3.0258 0.4071
S -0.2841 -2.4022 -0.3977
C -2.5287 -3.9086 -0.3805
N -3.1599 -4.6148 -1.0377
N 1.7897 0.8225 -3.4697
C 3.1665 0.4992 -3.4939
C 3.9767 1.0011 -4.4993
C 5.3286 0.6798 -4.5397
C 5.8744 -0.1291 -3.5583
C 5.0656 -0.6094 -2.5336
C 3.7132 -0.3143 -2.5087
S 2.6950 -0.9711 -1.2258
N 1.3156 -0.0027 -1.3154
C 1.0299 0.7049 -2.3217
C -0.2401 1.4915 -2.3008
C -0.8814 1.8601 -3.4740
C -2.0376 2.6211 -3.3954
C -2.4986 3.0105 -2.1534
C -1.8085 2.5771 -1.0356
N -0.7209 1.8122 -1.1005
H 1.5338 1.5815 -4.0753
H 3.5416 1.6444 -5.2592
H 5.9483 1.0727 -5.3365
H 6.9281 -0.3789 -3.5745
H 5.4859 -1.2240 -1.7427
H -0.5095 1.5224 -4.4328
H -2.5733 2.8981 -4.2944
H -3.3882 3.6160 -2.0457
H -2.1441 2.8343 -0.0404
O -2.9778 2.0065 3.6270
C -2.4240 1.4709 2.6916
O -1.1767 1.5757 2.3490
C -3.2785 0.6223 1.7511
C -4.5823 0.2946 2.1637
C -5.3849 -0.3980 1.3168
C -4.9186 -0.7256 0.0256
C -5.7218 -1.4006 -0.9240
C -5.2363 -1.6839 -2.1651
C -3.9150 -1.3200 -2.5042
C -3.1136 -0.6848 -1.6014
C -3.5974 -0.3659 -0.3111
N -2.7755 0.2869 0.5778
H -4.8878 0.5988 3.1531
H -6.3797 -0.7073 1.6161
H -6.7244 -1.6978 -0.6335
H -5.8453 -2.2234 -2.8807
H -3.5214 -1.5834 -3.4791
H -2.0881 -0.4589 -1.8389
O 4.2399 -0.8446 6.9910
C 4.9586 -0.6683 5.8525
O 6.1323 -0.9228 5.8659
C 4.2286 -0.1214 4.6769
C 2.8461 -0.1878 4.5355
C 2.2235 0.3515 3.4249
C 2.9514 1.0034 2.4195
S 2.1715 1.7699 1.0592
C 4.3505 1.0276 2.5575
C 4.9707 0.4804 3.6615
H 3.3458 -0.5112 6.8617
H 2.2320 -0.7003 5.2699
H 1.1476 0.3063 3.3669
H 4.9304 1.5068 1.7786
H 6.0481 0.5081 3.7648
```